#A
C40H49Br2N8O8RbSSi | ωB97M-V/def2-TZVPD

Each line ends with the Mulliken charge.
Positions of all 110 atoms, in Å:
Rb 0.27707 0.20998 -0.35246  1.282
O -4.53920 1.84616 -4.43323  -0.602
C -3.86513 1.38516 -3.32911  0.936
C -3.00087 2.18737 -2.61045  -0.815
C -2.35530 1.64413 -1.50657  0.615
N -2.55511 0.38800 -1.08589  0.267
C -3.38490 -0.37906 -1.80832  0.160
C -4.05229 0.07300 -2.93999  -0.556
C -3.62916 -1.83920 -1.40543  0.116
O -3.34354 -2.68261 -2.27383  -0.802
O -4.14696 -2.03703 -0.27967  -0.796
C -1.35554 2.54267 -0.76563  -0.434
O -1.75194 3.05041 0.29677  -0.723
O -0.23414 2.66241 -1.32370  -0.765
H -4.26933 2.75779 -4.57992  0.282
H -2.79228 3.21080 -2.90346  0.338
H -4.67560 -0.60156 -3.50983  0.464
N 7.08362 -5.83885 -0.60222  -0.641
C 6.00608 -4.92909 -0.59910  1.158
C 4.76334 -5.31316 -0.09985  -0.927
C 3.69442 -4.43376 -0.13502  -0.474
C 3.85961 -3.16157 -0.65977  -0.664
C 5.08768 -2.77239 -1.16159  -0.191
C 6.15627 -3.65500 -1.13817  -0.745
S 2.46580 -2.06708 -0.70070  1.714
O 1.43443 -2.77363 -1.42864  -0.764
O 2.91981 -0.81492 -1.28724  -0.731
N 1.92427 -1.85731 0.77589  -0.546
C 2.76446 -1.48408 1.76338  0.173
N 4.08862 -1.30559 1.54380  -0.269
C 4.83710 -0.98815 2.58576  -0.201
C 4.33578 -0.81219 3.86358  -0.886
C 2.96051 -0.97868 3.98388  -0.121
N 2.17879 -1.31395 2.97924  -0.264
H 7.01813 -6.52441 0.13534  0.232
H 7.98291 -5.38265 -0.56541  0.234
H 4.63369 -6.30816 0.31204  0.272
H 2.72713 -4.73039 0.25093  0.510
H 5.20006 -1.76767 -1.54583  0.469
H 7.11866 -3.35007 -1.53548  0.268
H 5.89951 -0.85765 2.38795  0.410
H 4.95934 -0.53047 4.69989  0.434
H 2.46702 -0.83096 4.94286  0.415
N -5.89714 -0.88676 1.39902  -0.245
C -5.41117 -0.48738 2.58116  -0.087
O -6.08756 -0.01139 3.49081  -0.748
C -3.92488 -0.68232 2.71274  0.130
C -3.37532 -1.93062 2.96136  -0.124
C -1.99898 -2.04246 3.06616  -0.838
C -1.22730 -0.90030 2.90776  -0.400
N -1.74578 0.29582 2.63248  0.234
C -3.06687 0.39325 2.53389  -0.236
H -6.88520 -0.77612 1.24926  0.204
H -5.26203 -1.27736 0.67311  0.469
H -4.01690 -2.79990 3.03856  0.371
H -1.51765 -2.99760 3.22986  0.476
H -0.14482 -0.95368 2.97010  0.580
H -3.45621 1.37235 2.27213  0.405
C -0.05449 5.21263 5.33190  -1.834
C 0.17650 3.89573 4.57534  2.853
C -1.17503 3.40304 4.02708  -1.810
C 0.65061 2.83837 5.58336  -2.192
Si 1.45352 4.09838 3.16576  -0.996
Br 1.29247 2.25484 1.94465  -0.085
C 1.05961 5.55359 1.97499  2.918
C 1.65240 5.31950 0.57503  -1.644
C 1.58825 6.88692 2.53102  -1.908
C -0.45449 5.70924 1.75860  -1.917
C 3.27801 4.12372 3.78534  2.963
C 4.23169 4.49839 2.63997  -2.126
C 3.47951 5.12500 4.93229  -1.910
C 3.74186 2.74292 4.26966  -2.310
H -0.76001 5.02741 6.15105  0.526
H -0.49690 5.97934 4.69442  0.286
H 0.85646 5.62387 5.77312  0.287
H -1.84561 3.23237 4.87829  0.632
H -1.08958 2.46287 3.48055  0.008
H -1.65640 4.12089 3.36734  0.294
H -0.15971 2.64685 6.29552  0.625
H 1.52197 3.16181 6.15689  0.374
H 0.88581 1.88982 5.09501  0.269
H 2.73266 5.16950 0.57633  0.217
H 1.44492 6.21112 -0.02964  0.536
H 1.18387 4.47030 0.07279  0.180
H 2.67730 6.93390 2.57615  0.302
H 1.20071 7.11007 3.52909  0.279
H 1.25781 7.69541 1.86781  0.553
H -0.90889 4.80093 1.35435  0.231
H -0.60345 6.50320 1.01563  0.631
H -0.97935 6.01729 2.66488  0.292
H 4.09565 5.51771 2.28081  0.352
H 4.12376 3.82115 1.79050  0.309
H 5.26295 4.41184 3.00335  0.599
H 3.16856 6.13940 4.67504  0.313
H 4.54579 5.16348 5.18903  0.513
H 2.94293 4.82677 5.83494  0.315
H 3.68563 1.99718 3.47815  0.294
H 3.17602 2.36507 5.11976  0.242
H 4.79173 2.81918 4.58110  0.566
Br 2.17494 -3.96191 -5.87510  -0.247
C 1.29335 -2.60756 -4.86633  0.292
C 1.94507 -1.41799 -4.61262  -0.588
C 1.26098 -0.47237 -3.86243  -0.260
N 0.03633 -0.65118 -3.38057  -0.046
C -0.56734 -1.81209 -3.63942  0.115
C 0.02042 -2.82506 -4.38715  -0.805
H 2.95252 -1.23571 -4.95758  0.440
H 1.73441 0.47465 -3.62703  0.333
H -1.55901 -1.96671 -3.22172  0.226
H -0.50600 -3.75338 -4.55451  0.487

Output
Net charge ... -2
Frontier orbital gap ... 7.047 eV
E_LUMO ... 3.66 eV
HOMO energy ... -3.3873 eV

---

#B
C40H49Br2N8O8RbSSi | ωB97M-V/def2-TZVPD

Each line ends with the Mulliken charge.
Positions of all 110 atoms, in Å:
Rb -0.18294 -1.44951 -1.16828  0.491
O 5.79932 -2.40610 -4.83049  -0.599
C 4.71042 -2.02674 -4.07685  1.105
C 4.55868 -0.72573 -3.62914  -0.474
C 3.44215 -0.41226 -2.86386  -0.238
N 2.51594 -1.32097 -2.55900  0.337
C 2.66345 -2.57312 -3.00453  0.463
C 3.74706 -2.97090 -3.77644  -0.730
C 1.56272 -3.58342 -2.63894  -0.033
O 1.04425 -4.18369 -3.59671  -0.774
O 1.29793 -3.67995 -1.41634  -0.764
C 3.28235 1.02453 -2.33022  -0.073
O 3.73761 1.91985 -3.07370  -0.858
O 2.77533 1.13391 -1.19304  -0.234
H 6.34116 -1.62701 -4.95323  0.289
H 5.26256 0.06241 -3.87092  0.380
H 3.81566 -3.98466 -4.14507  0.487
N -4.14050 -7.72995 0.85667  -0.631
C -4.07907 -6.39839 0.39908  1.197
C -5.16339 -5.54287 0.57387  -0.784
C -5.11023 -4.24283 0.09579  -0.270
C -3.98287 -3.79640 -0.57141  -0.230
C -2.89896 -4.64634 -0.76106  -0.701
C -2.94987 -5.94067 -0.27734  -0.923
S -3.87619 -2.11851 -1.14346  1.367
O -3.18010 -2.20103 -2.42294  -0.955
O -5.21986 -1.59063 -1.18796  -0.852
N -2.86616 -1.39198 -0.18519  0.202
C -3.00792 -1.30315 1.14643  -0.006
N -4.10720 -1.76069 1.78967  -0.408
C -4.07595 -1.74007 3.10962  -0.315
C -3.00720 -1.26956 3.84262  -1.055
C -1.94948 -0.76600 3.09468  0.183
N -1.93846 -0.74788 1.77833  -0.094
H -4.71857 -7.83441 1.67705  0.224
H -3.22680 -8.12513 1.02201  0.240
H -6.04849 -5.89615 1.09129  0.270
H -5.93392 -3.55873 0.24112  0.490
H -2.01631 -4.30612 -1.28863  0.610
H -2.10195 -6.59877 -0.42538  0.333
H -4.96450 -2.12333 3.60821  0.380
H -2.99656 -1.27989 4.92268  0.404
H -1.07185 -0.35013 3.58207  0.398
N -5.06041 -2.13546 -4.63141  -0.209
C -5.81864 -1.02064 -4.68832  0.116
O -6.90354 -0.96461 -5.25618  -0.714
C -5.22117 0.18546 -4.03347  0.531
C -6.06028 1.12082 -3.45376  -0.334
C -5.50335 2.21564 -2.81996  -0.710
C -4.12171 2.33925 -2.81578  -0.277
N -3.30388 1.46817 -3.39562  -0.078
C -3.84818 0.40779 -3.98117  -0.338
H -5.48324 -2.97536 -4.98815  0.235
H -4.34328 -2.22288 -3.91068  0.185
H -7.12971 0.96291 -3.49402  0.436
H -6.12024 2.95701 -2.33012  0.380
H -3.64498 3.18203 -2.32700  0.362
H -3.15954 -0.29043 -4.43885  0.513
C 2.96112 2.29334 5.63246  -1.790
C 2.76369 1.13217 4.64922  2.586
C 1.54692 0.31850 5.12111  -2.068
C 3.96796 0.18603 4.75717  -2.049
Si 2.55453 1.75097 2.82326  -0.337
Br 1.72989 -0.01120 1.70538  -0.314
C 1.22759 3.13370 2.65282  3.009
C 0.73957 3.20427 1.19451  -2.503
C 1.76882 4.50553 3.08227  -1.731
C -0.01747 2.83218 3.50011  -2.270
C 4.24954 2.20743 2.03214  2.884
C 4.10767 3.08767 0.77923  -1.640
C 5.14257 2.95335 3.03726  -1.997
C 4.97341 0.93684 1.55904  -1.710
H 3.14791 1.89089 6.63441  0.538
H 2.07184 2.92059 5.69597  0.304
H 3.80505 2.92862 5.36737  0.247
H 1.72795 -0.02729 6.14578  0.606
H 1.39725 -0.55797 4.49316  0.307
H 0.62579 0.89705 5.12721  0.343
H 4.02208 -0.21004 5.77757  0.596
H 4.91650 0.67854 4.54444  0.326
H 3.86150 -0.66028 4.07708  0.305
H 1.53384 3.31383 0.46404  0.281
H 0.05215 4.05287 1.09412  0.646
H 0.19493 2.29828 0.93162  0.281
H 2.58865 4.83982 2.44864  0.303
H 2.11471 4.51125 4.11699  0.278
H 0.96846 5.24930 2.99879  0.518
H -0.41980 1.84023 3.28468  0.230
H -0.79883 3.55973 3.25460  0.600
H 0.17785 2.91474 4.57094  0.383
H 3.69238 4.06946 1.00301  0.239
H 3.51067 2.60534 -0.00049  -0.177
H 5.10878 3.25250 0.36496  0.651
H 4.67281 3.87060 3.39832  0.279
H 6.07303 3.24037 2.53555  0.544
H 5.41439 2.34759 3.90335  0.328
H 4.42972 0.47857 0.73184  0.165
H 5.10248 0.19123 2.34247  0.234
H 5.96776 1.21344 1.19220  0.547
Br -0.10372 4.18145 -6.26171  -0.247
C -0.02063 2.94358 -4.81929  0.004
C -0.14181 3.39744 -3.52271  -0.431
C -0.08823 2.44985 -2.51224  -0.540
N 0.07193 1.15257 -2.72800  0.940
C 0.20603 0.74793 -3.98354  -0.478
C 0.16487 1.60312 -5.07769  -0.629
H -0.26709 4.44678 -3.29793  0.466
H -0.16825 2.75830 -1.47709  0.190
H 0.37053 -0.31314 -4.13835  0.317
H 0.28159 1.22532 -6.08262  0.485

Output
Net charge ... -2
Frontier orbital gap ... 6.927 eV
E_LUMO ... 3.69 eV
HOMO energy ... -3.2391 eV

---

Stability check: which of them is most stable? #B.

---

#A
C2H2O2S | ωB97M-V/def2-TZVPD

Each line ends with the Mulliken charge.
Positions of all 7 atoms, in Å:
O 1.10060 1.56062 0.37718  -0.345
C 1.83376 0.67480 0.34534  0.648
S 2.69775 -0.57108 0.15144  -0.299
C -1.35917 -0.39754 -0.24831  -0.094
O -0.88002 -1.33808 -0.79083  -0.371
H -2.25587 0.19236 -0.58706  0.214
H -1.13705 -0.12108 0.75223  0.247

Output
Structure (SMILES) ... O=C=S.C=O
Frontier orbital gap ... 10.889 eV
E_LUMO ... 0.68 eV
HOMO energy ... -10.2096 eV

---

#B
C2H2O2S | ωB97M-V/def2-TZVPD

Each line ends with the Mulliken charge.
Positions of all 7 atoms, in Å:
C -1.57217 0.54656 -0.00074  0.806
C -0.18697 0.15141 0.04328  -0.705
O -2.43077 -0.53810 -0.08705  -0.239
O -1.97233 1.70387 -0.04509  -0.484
S -4.00520 -0.34498 0.03374  0.015
H 0.51134 0.88668 0.55711  0.294
H 0.03818 -0.74760 -0.52249  0.313

Output
Frontier orbital gap (spin up / spin down) ... 7.881 / 7.252 eV
E_LUMO (spin up / spin down) ... -1.65 / -1.90 eV
HOMO energy (spin up / spin down) ... -9.5317 / -9.1511 eV

---

Stability check: which of them is most stable? #A.